Computed, not measured: a gas-phase ion, C5H11O2 (charge -1) in a non-equilibrium geometry, with the ωB97M-V functional and the def2-TZVPD basis.

Cartesian coordinates (Å):
C  -1.64  0.41  1.02
O  -2.66  1.37  0.69
C  -1.11  -0.35  -0.19
C  0.05  0.36  -0.91
C  1.42  0.28  -0.24
C  1.98  -1.14  0.00
O  2.85  -1.13  1.06
H  -0.80  0.88  1.53
H  -2.14  -0.22  1.76
H  -2.32  1.86  -0.03
H  -0.94  -1.38  0.14
H  -1.88  -0.46  -0.96
H  0.10  -0.12  -1.89
H  -0.22  1.42  -1.03
H  1.57  0.81  0.71
H  2.14  0.78  -0.90
H  2.44  -1.50  -0.95
H  1.18  -1.88  0.20

Summary:
SMILES: [O-]CCCCCO
DFT total energy: -9457.297 eV
Net charge: -1
Gap between HOMO and LUMO: 5.5931 eV

=====

Computed, not measured: a molecular structure, C3H3BrFNO in a non-equilibrium geometry, with the ωB97M-V functional and the def2-TZVPD basis.

Cartesian coordinates (Å):
C  -0.15  -1.04  0.65
C  0.45  0.88  -0.03
C  -0.88  0.20  0.02
N  0.94  -0.26  0.66
O  -0.46  -2.15  0.98
F  -0.73  -0.61  -2.47
Br  -2.50  1.05  0.08
H  0.95  0.85  -1.00
H  0.55  1.82  0.43
H  1.83  -0.73  0.66

Summary:
DFT total energy: -79452.161 eV
Net charge: 0
Gap between HOMO and LUMO (spin up / spin down): 6.9563 / 6.9626 eV

=====

Computed, not measured: a molecular structure, C16H13F3I2N2O4S in a non-equilibrium geometry, with the ωB97M-V functional and the def2-TZVPD basis.

Cartesian coordinates (Å):
C  -1.48  4.29  -3.90
C  -0.43  4.61  -2.79
I  0.59  6.53  -2.72
C  -0.14  3.69  -1.82
I  1.34  4.17  -0.28
C  -0.77  2.30  -1.67
C  -2.10  2.08  -1.45
S  -3.29  3.44  -1.36
C  -2.64  0.61  -1.26
O  -3.69  0.22  -1.70
C  -1.66  -0.34  -0.49
C  -2.09  -1.37  0.43
C  -1.05  -2.18  1.10
C  -1.41  -3.29  2.14
O  -2.21  -2.83  3.25
C  -1.67  -1.76  3.91
F  -2.13  -1.82  5.22
F  -2.16  -0.57  3.42
F  -0.31  -1.76  3.99
C  0.38  -1.97  0.80
C  0.83  -0.92  -0.14
C  -0.22  -0.11  -0.76
C  0.18  1.05  -1.73
O  1.13  0.98  -2.48
H  -1.88  3.25  -3.87
H  -1.00  4.55  -4.88
H  -2.32  5.02  -3.76
H  -4.22  3.05  -0.40
H  -3.16  -1.56  0.65
H  -2.01  -4.09  1.63
H  -0.44  -3.75  2.49
H  1.18  -2.58  1.27
H  1.91  -0.75  -0.37
C  4.17  -2.46  0.76
O  3.12  -2.90  0.33
N  5.36  -2.70  0.15
N  4.25  -1.69  1.88
H  6.24  -2.35  0.48
H  5.35  -3.26  -0.68
H  3.39  -1.49  2.36
H  5.10  -1.32  2.24

Summary:
DFT total energy: -63160.459 eV
Net charge: 0
Gap between HOMO and LUMO: 7.9496 eV

=====

Computed, not measured: a molecular structure, C2H3N2O2 in a non-equilibrium geometry, with the ωB97M-V functional and the def2-TZVPD basis.

Cartesian coordinates (Å):
C  -0.13  -0.57  0.09
C  -1.16  -0.13  -0.95
N  -1.96  2.25  -0.69
N  -0.02  -0.51  -1.32
O  0.91  -0.59  -2.17
O  -1.39  3.07  -1.37
H  0.33  0.28  0.53
H  -0.28  -1.58  0.62
H  -1.43  1.04  -0.91

Summary:
DFT total energy: -9190.712 eV
Net charge: -1
Gap between HOMO and LUMO (spin up / spin down): 6.4404 / 6.5344 eV

=====

Computed, not measured: 2 unconnected molecules or ions with the total composition C5H8F2O in a non-equilibrium geometry, with the ωB97M-V functional and the def2-TZVPD basis.

Cartesian coordinates (Å):
C  -0.45  0.23  -1.00
C  0.60  0.14  -0.22
C  -2.63  0.21  -0.66
C  1.27  1.30  0.31
C  1.03  -1.14  0.52
O  0.36  -2.31  0.09
F  -3.00  1.28  0.07
F  -2.75  -0.81  0.14
H  -0.69  1.13  -1.52
H  -0.76  -0.63  -1.56
H  1.64  1.34  1.41
H  0.54  2.13  0.25
H  2.15  1.71  -0.30
H  1.09  -0.88  1.59
H  2.06  -1.32  0.17
H  -0.45  -2.39  0.71

Summary:
DFT total energy: -12792.842 eV
Net charge: 0
Gap between HOMO and LUMO: 9.0284 eV

=====

Computed, not measured: a gas-phase ion, C2H7N4O (charge +1) in a non-equilibrium geometry, with the ωB97M-V functional and the def2-TZVPD basis.

Cartesian coordinates (Å):
C  -0.27  -1.62  -0.67
C  0.83  1.92  0.67
N  0.11  -0.44  1.24
N  -0.02  -1.49  0.51
N  -0.29  0.92  0.43
N  -0.36  -2.19  -1.81
O  -0.46  0.57  -0.85
H  0.66  2.81  0.05
H  0.63  2.44  1.63
H  1.69  1.21  0.53
H  -0.55  -0.55  2.04
H  -1.22  1.09  0.86
H  0.50  -2.70  -2.23
H  -1.26  -1.97  -2.40

Summary:
SMILES: C[N@@H+]([O-])NN=C=[NH2+]
DFT total energy: -10183.044 eV
Net charge: +1
Gap between HOMO and LUMO: 10.5619 eV

=====

Computed, not measured: C6H16N2 in the gas phase, with the ωB97M-V functional and the def2-TZVPD basis.

Cartesian coordinates (Å):
C  -0.40  0.32  0.62
C  -0.27  -0.20  -0.87
C  -0.32  -0.80  1.68
C  -1.79  0.98  0.78
C  0.66  1.38  0.99
C  0.57  0.68  -1.81
N  0.08  -1.63  -1.04
N  1.45  -1.90  -0.69
H  -0.14  -1.92  -2.00
H  -1.28  -0.16  -1.29
H  2.09  -1.74  -1.47
H  1.57  -2.88  -0.41
H  -1.02  -1.61  1.46
H  0.69  -1.22  1.75
H  -0.57  -0.42  2.68
H  -1.93  1.80  0.06
H  -2.59  0.25  0.61
H  -1.93  1.39  1.79
H  1.68  0.99  0.86
H  0.56  1.69  2.04
H  0.55  2.29  0.39
H  0.52  0.31  -2.84
H  1.63  0.71  -1.52
H  0.19  1.71  -1.82

Summary:
SMILES: C[C@@H](NN)C(C)(C)C
DFT total energy: -9460.833 eV
Net charge: 0
Gap between HOMO and LUMO: 9.8842 eV

=====

Computed, not measured: a molecular structure, C54H43AsN4O4PS2SeTl in a non-equilibrium geometry, with the ωB97M-V functional and the def2-TZVPD basis.

Cartesian coordinates (Å):
Tl  1.17  -0.50  0.69
N  4.38  -1.37  5.62
C  5.20  -2.50  5.74
C  5.95  -2.87  6.87
C  6.65  -4.04  6.91
C  6.72  -4.94  5.87
C  5.85  -4.65  4.80
C  5.17  -3.42  4.69
S  4.34  -3.14  3.22
N  3.77  -1.61  3.39
C  3.77  -0.94  4.45
C  3.22  0.44  4.50
C  3.88  1.41  5.32
C  3.12  2.53  5.74
C  1.91  2.80  5.19
C  1.37  1.78  4.32
N  2.00  0.65  4.03
H  4.42  -0.68  6.38
H  5.91  -2.20  7.73
H  7.31  -4.17  7.70
H  7.43  -5.79  5.88
H  5.79  -5.37  3.96
H  4.89  1.28  5.67
H  3.61  3.19  6.50
H  1.37  3.75  5.26
H  0.44  1.91  3.76
O  -1.62  -5.07  -0.35
S  -1.81  -4.75  1.05
O  -0.73  -4.94  2.03
O  -3.07  -4.10  1.45
O  -2.56  -0.05  0.61
Se  3.43  4.27  -0.05
C  2.17  2.96  0.19
N  1.46  2.03  0.48
C  -3.29  1.97  -0.91
C  -2.56  2.87  0.10
As  -2.76  4.87  0.20
C  -4.25  5.36  -0.98
C  -5.51  4.82  -0.78
C  -6.65  5.27  -1.42
C  -6.51  6.35  -2.35
C  -5.21  6.85  -2.59
C  -4.07  6.38  -1.89
C  -1.14  5.58  -0.73
C  -0.45  4.74  -1.60
C  0.74  5.12  -2.14
C  1.33  6.36  -1.86
C  0.62  7.15  -0.94
C  -0.58  6.82  -0.37
P  -3.65  0.32  -0.36
C  -3.74  -0.73  -1.82
C  -3.32  -2.08  -1.77
C  -3.55  -2.93  -2.88
C  -4.01  -2.40  -4.07
C  -4.36  -1.10  -4.15
C  -4.37  -0.30  -3.00
C  -5.27  0.25  0.35
C  -5.61  -0.63  1.44
C  -6.94  -0.67  1.82
C  -7.86  0.28  1.41
C  -7.54  1.11  0.36
C  -6.25  1.09  -0.20
H  -2.74  1.84  -1.82
H  -4.24  2.40  -1.29
H  -1.47  2.72  0.17
H  -2.91  2.76  1.13
H  -5.63  3.96  -0.18
H  -7.63  4.89  -1.17
H  -7.37  6.69  -2.88
H  -5.04  7.60  -3.36
H  -3.13  6.94  -2.11
H  -0.84  3.70  -1.71
H  1.19  4.33  -2.76
H  2.30  6.70  -2.21
H  0.99  8.12  -0.68
H  -0.93  7.47  0.42
H  -2.75  -2.38  -0.92
H  -3.32  -3.97  -2.83
H  -4.11  -3.03  -4.95
H  -4.74  -0.68  -5.11
H  -4.79  0.67  -3.01
H  -4.85  -1.32  1.79
H  -7.29  -1.39  2.57
H  -8.86  0.29  1.82
H  -8.21  1.93  0.11
H  -6.00  1.63  -1.12
C  2.25  -1.07  -1.04
C  2.73  -1.94  -1.81
C  3.16  -2.96  -2.61
C  2.86  -4.33  -2.15
C  3.67  -5.37  -2.63
C  3.67  -6.64  -2.02
C  2.79  -6.87  -0.99
C  1.89  -5.93  -0.55
C  1.89  -4.71  -1.18
C  3.87  -2.69  -3.88
C  3.75  -3.44  -5.04
C  4.52  -3.11  -6.17
C  5.49  -2.12  -6.07
C  5.64  -1.42  -4.91
C  4.84  -1.64  -3.85
H  4.47  -5.11  -3.35
H  4.37  -7.42  -2.32
H  2.91  -7.83  -0.46
H  1.26  -6.13  0.34
H  1.18  -3.97  -0.74
H  3.12  -4.35  -5.18
H  4.39  -3.74  -7.10
H  6.19  -2.05  -6.87
H  6.42  -0.63  -4.87
H  4.90  -1.01  -2.94

Summary:
DFT total energy: -232677.731 eV
Net charge: -2
Gap between HOMO and LUMO: 2.4424 eV

=====

Computed, not measured: a molecular structure, C12H42AsF6O9 in a non-equilibrium geometry, with the ωB97M-V functional and the def2-TZVPD basis.

Cartesian coordinates (Å):
As  -2.76  1.74  0.18
F  -4.43  1.46  0.52
F  -2.64  3.07  1.42
F  -1.03  1.82  -0.22
F  -2.96  0.44  -1.05
F  -3.22  3.04  -0.99
F  -2.38  0.36  1.34
O  -7.06  8.40  -0.73
H  -6.38  8.13  -1.36
H  -7.87  8.06  -1.10
O  -5.20  -3.35  -4.21
H  -4.63  -2.59  -4.07
H  -5.04  -3.91  -3.45
O  -3.09  -4.68  0.98
H  -3.89  -4.22  1.23
H  -2.53  -3.99  0.62
O  -3.74  7.43  3.58
H  -3.64  6.61  3.09
H  -4.28  7.20  4.34
O  -2.58  7.32  -4.00
H  -1.63  7.43  -3.99
H  -2.74  6.55  -3.45
C  -1.91  4.61  10.49
C  -1.50  3.48  9.66
C  -1.98  3.41  8.11
O  -0.06  3.52  9.60
H  -1.67  5.53  9.96
H  -1.49  4.69  11.49
H  -2.99  4.51  10.46
H  -1.79  2.56  10.16
H  -1.46  2.70  7.46
H  -1.66  4.32  7.61
H  -3.06  3.29  8.00
H  0.24  3.36  10.50
C  3.54  -7.85  1.38
C  2.99  -6.74  0.43
C  3.17  -5.31  0.96
O  3.77  -6.82  -0.80
H  4.60  -7.72  1.61
H  3.34  -8.86  1.02
H  3.10  -7.82  2.38
H  1.95  -6.95  0.17
H  2.26  -5.08  1.51
H  3.32  -4.41  0.36
H  3.95  -5.40  1.71
H  4.17  -7.68  -0.61
C  0.20  -5.36  -8.16
C  -0.23  -4.29  -7.19
C  -0.02  -4.73  -5.74
O  0.62  -3.14  -7.41
H  -0.65  -6.04  -8.23
H  1.10  -5.88  -7.83
H  0.30  -5.10  -9.22
H  -1.31  -4.15  -7.28
H  1.02  -4.98  -5.55
H  -0.60  -5.63  -5.53
H  -0.16  -3.94  -4.99
H  0.92  -2.73  -6.59
C  5.07  3.76  -3.45
C  5.32  2.45  -2.65
C  5.49  2.59  -1.14
O  4.24  1.60  -2.81
H  5.96  4.28  -3.12
H  4.11  4.25  -3.27
H  5.16  3.61  -4.53
H  6.19  1.87  -2.95
H  5.45  1.63  -0.63
H  4.82  3.28  -0.63
H  6.46  2.99  -0.87
H  3.42  2.00  -2.53

Summary:
DFT total energy: -108699.675 eV
Net charge: -1
Gap between HOMO and LUMO: 10.4865 eV

=====

Computed, not measured: 3 unconnected molecules or ions with the total composition C4H9NOS in a non-equilibrium geometry, with the ωB97M-V functional and the def2-TZVPD basis.

Cartesian coordinates (Å):
O  1.46  0.19  -1.69
C  0.65  0.80  -0.95
C  0.80  1.90  -0.07
C  1.03  -2.48  -0.67
C  0.10  -2.03  0.22
S  -3.19  -0.03  0.75
N  -0.23  1.98  0.88
H  -0.48  0.63  -1.09
H  1.59  2.62  -0.11
H  1.06  -3.55  -0.81
H  1.77  -1.88  -1.20
H  -0.96  -2.15  0.04
H  0.36  -1.52  1.13
H  -2.70  0.83  1.56
H  -0.20  2.66  1.66
H  -1.09  2.04  0.35

Summary:
Multiplicity: 2
DFT total energy: -18662.878 eV
Net charge: -1
Expectation value of S²: 0.760
Gap between HOMO and LUMO (spin up / spin down): 6.3400 / 5.3880 eV

=====

Computed, not measured: C5H9NOS in the gas phase in a non-equilibrium geometry, with the ωB97M-V functional and the def2-TZVPD basis.

Cartesian coordinates (Å):
C  -1.99  -0.11  0.53
C  -0.84  -0.51  -0.44
C  0.47  -0.15  0.24
C  1.05  1.22  0.21
C  2.79  -0.48  -0.32
H  -3.51  0.18  -1.21
H  -1.93  0.96  0.80
H  -1.89  -0.67  1.43
H  -0.88  -1.58  -0.75
H  -0.87  0.08  -1.32
H  0.79  -0.75  1.14
H  0.63  2.04  -0.42
H  1.63  1.53  1.09
H  3.68  0.17  -0.54
N  1.58  0.13  -0.63
O  2.94  -1.52  0.29
S  -3.64  -0.54  -0.10

Summary:
SMILES: O=CN1C[C@H]1CCS
DFT total energy: -19702.410 eV
Net charge: 0
Gap between HOMO and LUMO: 9.9634 eV

=====

Computed, not measured: C3H6N2O in the gas phase in a non-equilibrium geometry, with the ωB97M-V functional and the def2-TZVPD basis.

Cartesian coordinates (Å):
C  -0.14  1.23  -0.25
C  1.03  1.56  0.30
C  0.32  -1.26  0.18
H  -2.40  -0.31  0.77
H  -1.18  1.81  -0.61
H  1.82  0.72  0.65
H  1.36  2.55  -0.06
H  -0.15  -2.36  0.51
H  1.88  -0.24  -0.73
N  -0.53  -0.13  0.20
N  1.55  -1.23  -0.27
O  -1.96  -0.22  -0.18

Summary:
SMILES: [H]/N=C\N(O)C=C
DFT total energy: -8230.522 eV
Net charge: 0
Gap between HOMO and LUMO: 9.4555 eV